(1)
Computed, not measured: a cluster of 2 separate species, H2NP in total in a non-equilibrium geometry, with ωB97M-V/def2-TZVPD.

Geometry as ORCA input:
```
! wB97M-V def2-TZVPD RIJCOSX def2/J DEFGRID3
* xyz 0 1
N 0.462 -0.114 -0.022
P -1.046 0.131 0.005
H 1.183 1.235 -0.018
H -1.066 -1.339 0.006
*
```

Properties
DFT total energy in Eh: -397.168961

Atomic charges from the Löwdin analysis, expressed in e, are listed below: atom 1 (N): -0.5636, atom 2 (P): 0.5599, atom 3 (H): 0.1358, atom 4 (H): -0.1321



(2)
Computed, not measured: a structure of composition C30H36BClF4N7O5Y, with ωB97M-V/def2-TZVPD.

Geometry as ORCA input:
```
! wB97M-V def2-TZVPD RIJCOSX def2/J DEFGRID3
* xyz 0 1
Y -0.193 -0.005 0.506
C -0.987 7.413 -0.555
O -0.139 6.471 0.066
C -0.386 6.164 1.371
C -1.324 6.787 2.176
C -1.474 6.377 3.499
C -0.678 5.379 4.024
C 0.269 4.764 3.217
C 0.387 5.114 1.891
N 1.303 4.436 1.064
C 1.226 3.044 0.867
N 2.457 2.531 0.753
C 2.907 1.338 0.127
C 2.075 0.283 -0.172
C 2.681 -0.798 -0.854
C 4.027 -0.817 -1.158
C 4.847 0.253 -0.804
C 4.288 1.341 -0.162
O 4.988 2.455 0.233
C 6.380 2.465 -0.008
N 0.111 2.344 0.808
C -1.085 3.048 0.460
C -2.192 3.077 1.293
C -3.390 3.625 0.865
C -3.485 4.125 -0.422
C -2.396 4.091 -1.280
C -1.193 3.557 -0.843
O -0.069 3.466 -1.609
C -0.177 3.873 -2.956
H -0.643 7.493 -1.584
H -0.912 8.390 -0.070
H -2.023 7.062 -0.538
H -1.954 7.568 1.781
H -2.216 6.861 4.116
H -0.780 5.081 5.057
H 0.913 3.993 3.616
H 1.614 4.942 0.246
H 3.184 3.183 1.011
H 2.086 -1.658 -1.137
H 4.460 -1.668 -1.669
H 5.900 0.231 -1.043
H 6.873 1.634 0.501
H 6.748 3.407 0.392
H 6.589 2.411 -1.081
H -2.109 2.654 2.285
H -4.240 3.643 1.531
H -4.422 4.534 -0.777
H -2.496 4.463 -2.290
H 0.798 3.688 -3.403
H -0.420 4.938 -3.027
H -0.936 3.286 -3.481
Cl -4.895 0.823 -1.508
C -4.330 0.303 0.081
C -2.836 0.371 0.260
O -2.051 0.463 -0.722
O -2.409 0.301 1.437
H -4.634 -0.733 0.237
H -4.798 0.925 0.843
F -0.388 -1.887 -1.102
B -0.497 -2.786 0.014
F 0.633 -2.397 0.818
F -0.524 -4.079 -0.312
F -1.612 -2.325 0.747
C -0.054 -1.539 3.583
N 0.279 -1.567 4.995
C -0.467 -0.517 5.680
N -0.159 0.808 5.144
C -0.498 0.816 3.732
N 0.261 -0.216 2.967
C 1.713 0.043 3.182
N 2.066 0.016 4.590
C 1.706 -1.292 5.136
C 1.278 1.031 5.285
H -1.121 -1.727 3.440
H 0.509 -2.308 3.052
H -0.215 -0.539 6.743
H -1.536 -0.705 5.567
H -0.259 1.790 3.300
H -1.564 0.623 3.600
H 1.953 1.021 2.760
H 2.282 -0.717 2.639
H 1.969 -1.316 6.197
H 2.272 -2.066 4.615
H 1.531 2.014 4.880
H 1.536 1.013 6.346
*
```

Properties
DFT total energy in Eh: -2847.521810

Atomic charges from the Löwdin analysis, expressed in e, are listed below: atom 1 (Y): 1.6749, atom 2 (C): -0.0722, atom 3 (O): -0.0870, atom 4 (C): -0.2205, atom 5 (C): -0.0115, atom 6 (C): -0.0798, atom 7 (C): -0.0820, atom 8 (C): -0.0244, atom 9 (C): -0.1932, atom 10 (N): 0.1423, atom 11 (C): -0.3468, atom 12 (N): 0.1517, atom 13 (C): -0.2134, atom 14 (C): -0.1661, atom 15 (C): -0.1346, atom 16 (C): -0.0872, atom 17 (C): -0.0324, atom 18 (C): -0.2228, atom 19 (O): -0.1067, atom 20 (C): -0.0802, atom 21 (N): 0.0640, atom 22 (C): -0.2236, atom 23 (C): -0.0409, atom 24 (C): -0.0788, atom 25 (C): -0.0836, atom 26 (C): -0.0209, atom 27 (C): -0.2315, atom 28 (O): -0.0753, atom 29 (C): -0.0636, atom 30 (H): 0.0935, atom 31 (H): 0.0958, atom 32 (H): 0.0933, atom 33 (H): 0.1059, atom 34 (H): 0.1034, atom 35 (H): 0.1034, atom 36 (H): 0.1033, atom 37 (H): 0.1511, atom 38 (H): 0.1440, atom 39 (H): 0.0797, atom 40 (H): 0.1014, atom 41 (H): 0.0991, atom 42 (H): 0.0968, atom 43 (H): 0.0923, atom 44 (H): 0.0964, atom 45 (H): 0.1074, atom 46 (H): 0.1093, atom 47 (H): 0.1072, atom 48 (H): 0.1080, atom 49 (H): 0.0977, atom 50 (H): 0.0901, atom 51 (H): 0.1035, atom 52 (Cl): 0.6033, atom 53 (C): -0.4875, atom 54 (C): -0.7335, atom 55 (O): -0.1006, atom 56 (O): -0.0953, atom 57 (H): 0.0934, atom 58 (H): 0.0797, atom 59 (F): 0.0621, atom 60 (B): -1.2576, atom 61 (F): 0.0515, atom 62 (F): 0.2347, atom 63 (F): 0.1136, atom 64 (C): -0.1558, atom 65 (N): -0.0818, atom 66 (C): -0.1665, atom 67 (N): -0.0773, atom 68 (C): -0.1803, atom 69 (N): -0.1491, atom 70 (C): -0.1656, atom 71 (N): -0.0780, atom 72 (C): -0.1637, atom 73 (C): -0.1686, atom 74 (H): 0.1377, atom 75 (H): 0.1240, atom 76 (H): 0.1276, atom 77 (H): 0.1311, atom 78 (H): 0.0969, atom 79 (H): 0.1176, atom 80 (H): 0.1114, atom 81 (H): 0.1356, atom 82 (H): 0.1277, atom 83 (H): 0.1321, atom 84 (H): 0.1164, atom 85 (H): 0.1280



(3)
Computed, not measured: the molecule C3H2FN3S, with ωB97M-V/def2-TZVPD.

Geometry as ORCA input:
```
! wB97M-V def2-TZVPD RIJCOSX def2/J DEFGRID3
* xyz 0 1
F -1.346 1.876 -0.004
C -0.633 0.754 0.000
C 0.719 0.819 0.001
N 1.404 -0.368 -0.006
N 0.818 -1.562 -0.003
N -0.435 -1.652 -0.003
C -1.297 -0.524 0.000
S -2.915 -0.712 -0.001
H 1.284 1.756 -0.003
H 2.401 -0.387 0.019
*
```

Properties
DFT total energy in Eh: -777.758248
Structure (SMILES): Fc1c[nH]nnc1=S

Atomic charges from the Löwdin analysis, expressed in e, are listed below: atom 1 (F): 0.0758, atom 2 (C): -0.3206, atom 3 (C): 0.0189, atom 4 (N): 0.0099, atom 5 (N): 0.0103, atom 6 (N): 0.0164, atom 7 (C): -0.8005, atom 8 (S): 0.7030, atom 9 (H): 0.1446, atom 10 (H): 0.1422



(4)
Computed, not measured: a cluster of 2 separate species, C31H29N4 in total in a non-equilibrium geometry, with ωB97M-V/def2-TZVPD.

Geometry as ORCA input:
```
! wB97M-V def2-TZVPD RIJCOSX def2/J DEFGRID3
* xyz 1 1
C 4.857 2.139 2.476
N 3.703 2.790 1.881
C 3.500 4.193 2.227
C 2.957 2.175 0.964
C 1.886 2.804 0.302
C 1.061 2.225 -0.660
C 0.154 3.017 -1.449
C -0.903 2.422 -2.188
C -1.782 3.203 -2.933
C -1.661 4.601 -2.947
C -0.620 5.207 -2.232
C 0.292 4.435 -1.522
H 5.127 2.691 3.379
H 4.606 1.103 2.732
H 5.720 2.133 1.793
H 4.101 4.398 3.117
H 3.817 4.869 1.417
H 2.445 4.390 2.456
H 3.212 1.132 0.724
H 1.686 3.844 0.590
H 1.074 1.142 -0.830
H -1.009 1.335 -2.149
H -2.579 2.727 -3.505
H -2.361 5.214 -3.514
H -0.511 6.292 -2.226
H 1.132 4.913 -1.015
C 0.792 -2.634 -5.507
C 1.207 -1.471 -4.836
C 0.820 -1.243 -3.510
C 0.020 -2.199 -2.878
N -0.414 -2.018 -1.568
C -0.272 -0.973 -0.736
N -0.922 -1.400 0.402
C -1.190 -0.577 1.528
C -0.390 0.543 1.660
C -0.667 1.504 2.633
C -1.736 1.295 3.517
C -2.541 0.160 3.383
C -2.281 -0.781 2.372
C -1.339 -2.736 0.215
C -1.791 -3.691 1.221
C -2.625 -4.743 0.779
C -3.005 -5.750 1.661
C -2.557 -5.729 2.992
C -1.689 -4.717 3.426
C -1.297 -3.705 2.547
N -1.085 -3.088 -1.018
C -0.378 -3.371 -3.519
C -0.005 -3.584 -4.852
H 1.104 -2.804 -6.541
H 1.841 -0.748 -5.351
H 1.119 -0.370 -2.930
H 0.431 0.652 0.956
H -0.062 2.409 2.696
H -1.943 2.033 4.298
H -3.385 0.006 4.057
H -2.919 -1.658 2.260
H -2.970 -4.728 -0.255
H -3.657 -6.553 1.311
H -2.874 -6.512 3.684
H -1.325 -4.710 4.456
H -0.620 -2.919 2.884
H -0.974 -4.092 -2.965
H -0.327 -4.492 -5.360
*
```

Properties
DFT total energy in Eh: -1417.425977

Atomic charges from the Löwdin analysis, expressed in e, are listed below: atom 1 (C): -0.0169, atom 2 (N): -0.1741, atom 3 (C): -0.0152, atom 4 (C): -0.0144, atom 5 (C): -0.0730, atom 6 (C): 0.0140, atom 7 (C): -0.1989, atom 8 (C): 0.0007, atom 9 (C): -0.0518, atom 10 (C): -0.0420, atom 11 (C): -0.0599, atom 12 (C): -0.0148, atom 13 (H): 0.0940, atom 14 (H): 0.1059, atom 15 (H): 0.1114, atom 16 (H): 0.0961, atom 17 (H): 0.1171, atom 18 (H): 0.0998, atom 19 (H): 0.1630, atom 20 (H): 0.0934, atom 21 (H): 0.0776, atom 22 (H): 0.1015, atom 23 (H): 0.1151, atom 24 (H): 0.1164, atom 25 (H): 0.1133, atom 26 (H): 0.1081, atom 27 (C): -0.0854, atom 28 (C): -0.0775, atom 29 (C): -0.0265, atom 30 (C): -0.2216, atom 31 (N): -0.0831, atom 32 (C): 0.0384, atom 33 (N): 0.0349, atom 34 (C): -0.2094, atom 35 (C): -0.0378, atom 36 (C): -0.0658, atom 37 (C): -0.0807, atom 38 (C): -0.0550, atom 39 (C): -0.0107, atom 40 (C): -0.1955, atom 41 (C): -0.1695, atom 42 (C): -0.0215, atom 43 (C): -0.0663, atom 44 (C): -0.0694, atom 45 (C): -0.0693, atom 46 (C): -0.0413, atom 47 (N): 0.1726, atom 48 (C): -0.0170, atom 49 (C): -0.0632, atom 50 (H): 0.1056, atom 51 (H): 0.1042, atom 52 (H): 0.0895, atom 53 (H): 0.0530, atom 54 (H): 0.0949, atom 55 (H): 0.1075, atom 56 (H): 0.1125, atom 57 (H): 0.1177, atom 58 (H): 0.1154, atom 59 (H): 0.1101, atom 60 (H): 0.1087, atom 61 (H): 0.1096, atom 62 (H): 0.1156, atom 63 (H): 0.1026, atom 64 (H): 0.1076